Density functional theory data (ωB97M-V/def2-TZVPD) for C3H8O in the gas phase.

Atoms and positions in Å:
C -1.6259 0.1464 0.4473
C -0.3893 -0.1382 -0.3995
O 0.7001 0.6837 -0.0258
C 1.6924 0.0414 0.7294
H -2.5338 -0.1867 -0.0683
H -1.5866 -0.3512 1.4221
H -1.7049 1.2247 0.6153
H -0.6015 0.0811 -1.4527
H -0.1109 -1.2013 -0.3383
H 1.3033 -0.3810 1.6687
H 2.1792 -0.7660 0.1597
H 2.4451 0.7964 0.9724

Results
* E_tot: -5287.5015 eV
* energy above the lowest of the compared OMol25 structures with the same formula, charge and spin: 14.97 kcal/mol
* SMILES string: CCOC
* HOMO-LUMO gap: 10.852 eV

***

Density functional theory data (ωB97M-V/def2-TZVPD) for a molecular structure, C3H8O at a distorted geometry.

Atoms and positions in Å:
C 0.4566 -0.6583 0.9407
C -0.0531 -0.0040 -0.3122
C -1.5014 0.3061 -0.3771
O 0.5033 -0.0081 -1.4052
H 1.5348 -0.8008 0.9021
H 0.1784 -0.0841 1.8307
H -0.0150 -1.6487 1.0055
H 2.4064 1.1371 -0.3788
H -1.8359 0.7863 0.5396
H -1.7187 0.9032 -1.2639
H -2.0107 -0.6602 -0.4718
H 2.0553 0.7316 -1.0097

Results
* E_tot: -5286.6378 eV
* energy above the lowest of the compared OMol25 structures with the same formula, charge and spin: 34.88 kcal/mol
* HOMO-LUMO gap: 10.462 eV

***

Density functional theory data (ωB97M-V/def2-TZVPD) for a molecular structure, C3H8O at a distorted geometry.

Atoms and positions in Å:
C -1.4640 -0.2938 0.1737
C -0.3263 0.8426 0.3022
C 1.0323 -0.8869 -0.1984
H -2.3420 0.1349 0.7440
H -1.8051 -0.8010 -0.8436
H -1.1094 -1.2109 0.7719
H -0.0207 0.9948 1.3660
H -0.6063 1.8685 -0.0813
H 0.3466 -1.4171 -1.3450
H 2.4479 -0.8294 -0.0459
H 0.4772 -1.5725 1.0171
O 0.8950 0.6077 -0.4060

Results
* E_tot: -5282.1620 eV
* energy above the lowest of the compared OMol25 structures with the same formula, charge and spin: 138.10 kcal/mol
* HOMO-LUMO gap: 10.245 eV

***

> The lowest E_tot belongs to which entry?

number 1

***

What did the third record say?
Density functional theory data (ωB97M-V/def2-TZVPD) for a molecular structure, C3H8O at a distorted geometry.

Atoms and positions in Å:
C -1.4640 -0.2938 0.1737
C -0.3263 0.8426 0.3022
C 1.0323 -0.8869 -0.1984
H -2.3420 0.1349 0.7440
H -1.8051 -0.8010 -0.8436
H -1.1094 -1.2109 0.7719
H -0.0207 0.9948 1.3660
H -0.6063 1.8685 -0.0813
H 0.3466 -1.4171 -1.3450
H 2.4479 -0.8294 -0.0459
H 0.4772 -1.5725 1.0171
O 0.8950 0.6077 -0.4060

Results
* E_tot: -5282.1620 eV
* energy above the lowest of the compared OMol25 structures with the same formula, charge and spin: 138.10 kcal/mol
* HOMO-LUMO gap: 10.245 eV

***

> What is the HOMO-LUMO gap in the second record?

10.462 eV